A cluster of 3 separate species, C19H42F5O6PS3 in total at a distorted geometry, computed with ωB97M-V/def2-TZVPD.

Output
F_max in eV Å⁻¹: 1.03
DFT total energy in Ha: -3235.70262
HOMO energy in Ha: -0.32372
Orbital gap in eV: 9.12
Lowest unoccupied orbital energy in Ha: 0.0116

```
! RIJCOSX wB97M-V def2-TZVPD def2/J DEFGRID3
* xyz 0 1
C 0.688 3.757 -2.420
C -0.670 3.775 -3.147
C -1.785 3.222 -2.259
C -1.462 1.788 -1.822
O -1.142 1.673 -0.444
P -2.264 1.133 0.668
C -1.857 2.382 1.895
C -1.556 -0.534 0.731
C -0.088 -0.514 1.220
C 0.917 -0.670 0.079
C 0.876 -2.040 -0.619
C 2.131 -2.915 -0.423
C 2.897 -3.237 -1.718
C 2.665 -4.657 -2.204
O 1.281 -4.926 -2.347
C 0.749 -4.706 -3.633
S -4.132 0.455 1.941
O -4.769 -0.711 1.356
O -4.920 1.625 2.272
C -3.533 -0.167 3.651
F -3.974 0.653 4.609
F -2.173 -0.124 3.659
C -3.944 -1.603 4.030
F -3.438 -1.913 5.240
F -3.460 -2.488 3.154
F -5.267 -1.704 4.096
H 1.378 3.052 -2.884
H 0.578 3.440 -1.382
H 1.172 4.733 -2.437
H -0.923 4.785 -3.476
H -0.621 3.158 -4.049
H -2.746 3.257 -2.778
H -1.882 3.847 -1.366
H -2.281 1.100 -2.074
H -0.578 1.428 -2.356
H -3.353 1.413 -0.176
H -2.162 3.336 1.461
H -2.358 2.268 2.848
H -0.779 2.406 2.030
H -1.595 -0.864 -0.311
H -2.172 -1.226 1.299
H 0.136 0.407 1.763
H 0.032 -1.323 1.947
H 1.919 -0.488 0.477
H 0.733 0.122 -0.646
H 0.002 -2.599 -0.268
H 0.724 -1.888 -1.690
H 1.841 -3.861 0.042
H 2.806 -2.420 0.279
H 2.582 -2.542 -2.505
H 3.975 -3.093 -1.582
H 3.061 -5.379 -1.486
H 3.180 -4.825 -3.158
H -0.252 -4.285 -3.534
H 0.681 -5.645 -4.194
H 1.364 -4.002 -4.206
C 2.618 0.771 -5.002
S 2.275 -0.480 -3.760
O 2.002 0.250 -2.493
C 3.955 -1.104 -3.638
H 1.691 1.315 -5.177
H 3.382 1.449 -4.623
H 2.942 0.291 -5.925
H 4.618 -0.287 -3.357
H 4.251 -1.540 -4.593
H 3.958 -1.870 -2.865
C -1.085 2.049 6.218
S 0.348 2.936 5.597
O 0.147 3.089 4.130
C 1.518 1.590 5.807
H -1.945 2.707 6.111
H -1.231 1.147 5.626
H -0.934 1.808 7.270
H 1.171 0.728 5.237
H 1.610 1.349 6.865
H 2.476 1.932 5.421
*
```